20 unconnected molecules or ions with the total composition C64H192N18O20P6S14 in a non-equilibrium geometry, computed with the ωB97M-V functional and the def2-TZVPD basis.

Values from the calculation:
**F_max**: 4.9 eV/Å
**ΔE to the lowest compared entry with this formula, charge and spin**: 878.10 kJ/mol
**E_HOMO**: -8.26 eV
**Gap between HOMO and LUMO**: 8.3 eV
**DFT total energy**: -344665.594 eV

```
! RIJCOSX wB97M-V def2-TZVPD def2/J DEFGRID3
* xyz 0 1
O 26.73 15.07 -15.30
P 25.82 14.79 -16.54
N 24.85 16.09 -17.07
C 24.07 16.88 -16.11
C 24.46 16.24 -18.46
N 24.49 13.68 -16.09
C 24.87 12.42 -15.26
C 23.23 13.55 -16.79
N 26.50 14.05 -17.87
C 27.73 14.66 -18.35
C 26.16 12.78 -18.49
H 23.03 16.68 -16.35
H 24.24 17.92 -16.39
H 24.27 16.61 -15.08
H 24.87 17.21 -18.76
H 23.39 16.21 -18.62
H 24.73 15.31 -18.95
H 25.62 12.58 -14.48
H 24.07 12.01 -14.65
H 25.09 11.65 -16.00
H 22.79 14.54 -16.90
H 23.36 13.04 -17.75
H 22.51 13.09 -16.11
H 27.58 15.21 -19.28
H 28.15 15.26 -17.54
H 28.46 13.86 -18.44
H 26.83 11.95 -18.27
H 26.17 12.94 -19.57
H 25.16 12.44 -18.22
O 21.63 10.63 -15.69
P 20.69 10.02 -16.63
N 19.74 8.69 -16.04
C 18.74 9.04 -15.04
C 20.51 7.53 -15.62
N 21.37 9.37 -18.14
C 22.68 9.79 -18.49
C 20.92 8.24 -18.90
N 19.53 11.19 -17.15
C 19.05 12.23 -16.30
C 18.60 10.83 -18.21
H 19.15 9.30 -14.06
H 18.11 8.16 -14.87
H 18.06 9.84 -15.31
H 21.56 7.69 -15.37
H 20.57 6.91 -16.51
H 20.21 6.93 -14.76
H 23.02 10.54 -17.78
H 23.26 8.95 -18.11
H 23.03 9.90 -19.52
H 19.97 7.96 -18.44
H 20.81 8.47 -19.96
H 21.56 7.37 -18.75
H 18.91 11.82 -15.30
H 19.69 13.11 -16.30
H 18.02 12.48 -16.53
H 19.12 10.11 -18.84
H 18.55 11.76 -18.76
H 17.63 10.58 -17.78
O 24.15 10.14 -24.63
P 24.55 9.02 -23.77
N 25.57 7.91 -24.58
C 24.97 7.07 -25.67
C 26.87 8.37 -25.04
N 23.15 8.09 -23.34
C 21.89 8.76 -23.06
C 23.29 6.76 -22.57
N 25.31 9.40 -22.22
C 24.81 10.47 -21.46
C 26.14 8.54 -21.45
H 23.91 6.81 -25.62
H 25.57 6.21 -25.94
H 25.14 7.48 -26.67
H 27.35 8.67 -24.11
H 26.75 9.22 -25.72
H 27.33 7.67 -25.73
H 21.87 8.89 -21.97
H 21.96 9.78 -23.43
H 21.10 8.10 -23.42
H 22.37 6.18 -22.62
H 24.06 6.17 -23.07
H 23.44 6.91 -21.50
H 25.30 11.38 -21.79
H 23.72 10.51 -21.55
H 24.93 10.27 -20.40
H 25.58 8.31 -20.54
H 27.13 8.94 -21.24
H 26.42 7.65 -22.00
O 11.99 16.34 -17.94
P 11.92 15.27 -16.95
N 10.36 14.71 -16.65
C 9.64 15.32 -15.57
C 9.48 14.19 -17.67
N 12.58 15.69 -15.45
C 13.14 17.02 -15.17
C 12.23 14.85 -14.31
N 12.78 13.88 -17.46
C 14.18 14.17 -17.94
C 12.71 12.64 -16.82
H 9.95 16.33 -15.31
H 9.79 14.60 -14.76
H 8.60 15.40 -15.89
H 9.11 15.11 -18.12
H 8.68 13.63 -17.20
H 10.03 13.71 -18.47
H 14.21 17.03 -15.39
H 12.80 17.81 -15.84
H 12.87 17.32 -14.16
H 11.66 15.28 -13.49
H 11.75 13.92 -14.62
H 13.24 14.53 -14.03
H 14.34 14.67 -18.89
H 14.67 14.84 -17.23
H 14.75 13.25 -18.07
H 13.18 12.67 -15.84
H 13.22 11.91 -17.45
H 11.63 12.48 -16.71
O 13.28 4.15 -7.94
P 14.42 4.87 -8.46
N 14.44 4.68 -10.19
C 14.69 3.32 -10.65
C 14.64 5.75 -11.25
N 15.93 4.34 -7.95
C 17.11 4.57 -8.82
C 16.27 4.39 -6.55
N 14.42 6.54 -8.18
C 13.25 7.19 -7.44
C 15.40 7.44 -8.52
H 15.57 3.20 -11.28
H 13.82 3.01 -11.23
H 14.73 2.61 -9.83
H 15.70 6.03 -11.21
H 14.10 6.67 -11.05
H 14.40 5.40 -12.26
H 18.06 4.24 -8.40
H 17.03 4.01 -9.75
H 17.30 5.65 -8.88
H 16.42 3.42 -6.08
H 17.34 4.60 -6.57
H 15.76 5.16 -5.97
H 12.81 8.00 -8.02
H 12.49 6.45 -7.16
H 13.56 7.67 -6.52
H 16.01 7.79 -7.69
H 14.89 8.27 -9.02
H 16.10 7.08 -9.28
O 25.28 2.20 -22.84
P 24.10 1.81 -21.99
N 22.61 2.19 -22.81
C 21.38 1.69 -22.18
C 22.58 2.24 -24.27
N 24.05 2.67 -20.44
C 25.22 2.65 -19.63
C 23.18 3.81 -20.38
N 24.02 0.08 -21.67
C 23.76 -0.91 -22.82
C 23.93 -0.51 -20.34
H 21.08 0.80 -22.74
H 20.52 2.34 -22.31
H 21.63 1.47 -21.14
H 23.58 2.61 -24.50
H 21.84 2.82 -24.81
H 22.62 1.24 -24.69
H 25.46 1.60 -19.46
H 26.09 3.06 -20.15
H 24.94 3.06 -18.66
H 22.35 3.58 -19.70
H 23.77 4.67 -20.09
H 22.63 4.09 -21.27
H 22.69 -1.03 -22.95
H 23.99 -0.45 -23.78
H 24.32 -1.84 -22.90
H 23.84 -1.59 -20.38
H 23.19 -0.06 -19.68
H 24.88 -0.32 -19.86
C 24.86 13.69 -24.56
S 24.15 14.89 -23.30
O 23.98 14.16 -21.97
C 25.63 15.90 -23.35
H 24.08 13.16 -25.11
H 25.25 12.81 -24.04
H 25.62 14.10 -25.22
H 26.47 15.62 -22.72
H 25.22 16.76 -22.81
H 25.82 16.33 -24.33
C 16.49 12.69 -21.91
S 16.30 11.25 -20.76
O 14.78 11.02 -20.71
C 17.24 10.15 -21.94
H 15.83 13.54 -21.69
H 16.19 12.33 -22.90
H 17.38 13.32 -21.87
H 16.73 10.04 -22.90
H 17.49 9.19 -21.49
H 18.25 10.52 -22.10
C 16.15 7.75 -17.27
S 16.16 7.15 -18.99
O 15.80 5.66 -19.19
C 14.67 8.05 -19.59
H 15.14 8.03 -16.97
H 16.86 8.56 -17.14
H 16.45 6.95 -16.59
H 14.52 8.02 -20.67
H 15.00 9.03 -19.25
H 13.81 7.68 -19.03
C 17.26 4.10 -16.48
S 18.91 4.85 -16.73
O 19.84 4.40 -15.62
C 19.48 3.91 -18.20
H 16.63 4.29 -17.35
H 16.81 4.62 -15.63
H 17.24 3.02 -16.33
H 19.55 2.89 -17.81
H 20.48 4.23 -18.48
H 18.76 3.95 -19.02
C 25.22 7.55 -12.56
S 23.67 7.12 -13.45
O 23.29 5.85 -12.72
C 22.88 8.57 -12.70
H 26.13 6.99 -12.74
H 25.15 7.41 -11.48
H 25.54 8.59 -12.62
H 23.11 8.64 -11.64
H 21.79 8.54 -12.67
H 23.11 9.57 -13.09
C 20.17 16.26 -18.74
S 19.07 14.97 -19.40
O 18.30 15.65 -20.51
C 20.41 13.99 -20.24
H 20.47 16.87 -19.59
H 21.11 15.87 -18.33
H 19.52 16.82 -18.06
H 21.14 14.57 -20.80
H 20.08 13.10 -20.79
H 21.00 13.49 -19.47
C 13.35 8.09 -14.48
S 14.67 9.05 -13.58
O 15.54 9.75 -14.60
C 13.67 10.55 -13.29
H 13.76 7.08 -14.44
H 13.29 8.54 -15.47
H 12.33 8.23 -14.10
H 12.94 10.81 -14.05
H 14.39 11.36 -13.39
H 13.16 10.66 -12.33
C 16.83 15.45 -11.96
S 16.45 13.96 -12.94
O 15.02 13.46 -12.65
C 16.47 14.64 -14.70
H 16.36 15.38 -10.98
H 16.23 16.23 -12.43
H 17.90 15.63 -11.89
H 15.67 15.36 -14.90
H 16.31 13.81 -15.39
H 17.45 15.08 -14.91
C 17.06 10.79 -11.22
S 18.19 10.60 -9.69
O 18.34 9.13 -9.28
C 19.77 11.28 -10.33
H 16.07 10.33 -11.19
H 17.53 10.56 -12.17
H 16.93 11.87 -11.30
H 20.50 10.59 -10.75
H 20.29 11.84 -9.55
H 19.55 12.05 -11.07
C 20.92 15.51 -14.47
S 19.94 17.08 -14.55
O 18.65 16.88 -13.76
C 21.01 18.03 -13.25
H 21.90 15.97 -14.62
H 20.60 14.89 -15.31
H 20.86 14.97 -13.52
H 21.92 18.37 -13.74
H 21.19 17.33 -12.43
H 20.56 18.93 -12.84
C 22.04 2.15 -16.08
S 21.33 0.86 -17.16
O 22.43 -0.23 -17.26
C 20.10 0.20 -16.00
H 22.39 2.92 -16.77
H 22.84 1.68 -15.50
H 21.45 2.66 -15.32
H 19.19 0.79 -15.90
H 20.47 -0.08 -15.02
H 19.73 -0.73 -16.45
C 27.48 7.47 -15.40
S 26.65 7.90 -17.06
O 27.07 9.29 -17.48
C 27.51 6.64 -18.14
H 27.24 6.44 -15.14
H 27.24 8.16 -14.60
H 28.57 7.43 -15.54
H 27.51 5.63 -17.72
H 28.55 6.92 -18.34
H 27.02 6.69 -19.11
C 18.34 7.69 -24.77
S 18.86 6.51 -23.45
O 19.43 7.08 -22.15
C 17.19 5.90 -23.13
H 17.88 7.22 -25.63
H 19.23 8.18 -25.17
H 17.80 8.56 -24.38
H 16.55 6.78 -23.03
H 17.24 5.47 -22.13
H 16.67 5.29 -23.87
C 19.28 4.75 -12.47
S 19.42 2.94 -12.93
O 19.62 2.22 -11.65
C 17.69 2.49 -13.41
H 20.16 5.30 -12.12
H 18.75 4.74 -11.51
H 18.74 5.36 -13.19
H 17.15 2.41 -12.46
H 17.66 1.41 -13.61
H 17.10 2.89 -14.23
*
```